1.
# C6H10

The molecule C6H10 (ωB97M-V/def2-TZVPD, OMol25).

Values from the calculation:
* HOMO level: -9.4 eV
* strongest force on any atom: 0.49 eV/Å
* relative energy (zero: lowest compared OMol25 entry of this formula, charge and spin): 115.4 kJ/mol
* molar mass: 82.15 g/mol
* SMILES: CC#CC(C)C

Atoms and positions in Å:
C  -1.8248  -2.5548  0.2561
C  -1.0668  -1.3047  0.2066
C  -0.4428  -0.2735  0.1771
C  0.3795  0.9450  0.2646
C  0.1352  1.9251  -0.8900
C  1.8625  0.5624  0.3641
H  -1.5848  -3.1188  1.1631
H  -2.9019  -2.3647  0.2525
H  -1.5884  -3.1832  -0.6068
H  0.0923  1.4480  1.1985
H  0.5179  1.5204  -1.8337
H  0.6509  2.8724  -0.6928
H  -0.9311  2.1343  -1.0165
H  2.2105  0.1369  -0.5841
H  2.4750  1.4412  0.5945
H  2.0168  -0.1862  1.1466

How positive or negative is each atom? The Löwdin charges in e answer that: C -0.1134; C -0.0761; C -0.0275; C -0.4450; C -0.0832; C -0.0841; H 0.0756; H 0.0744; H 0.0741; H 0.1345; H 0.0806; H 0.0766; H 0.0769; H 0.0822; H 0.0764; H 0.0779



2.
# C17H23Cl5NO2P2Sr

A structure of composition C17H23Cl5NO2P2Sr in a non-equilibrium geometry (ωB97M-V/def2-TZVPD, OMol25).

Values from the calculation:
* HOMO level: -9.2 eV
* charge: +1
* strongest force on any atom: 3.98 eV/Å
* molar mass: 600.21 g/mol

Atoms and positions in Å:
Sr  0.2037  1.1767  0.0540
P  2.4664  -0.7479  0.3312
C  2.2911  -0.7216  -1.3794
C  1.0828  -1.1342  -2.0609
N  -0.1431  -0.6353  -1.6341
C  -1.2778  -1.1683  -2.1718
C  -1.2701  -2.1560  -3.1665
C  -0.0136  -2.5995  -3.6377
C  1.1320  -2.0896  -3.0992
C  -2.6262  -0.6841  -1.6214
P  -2.5903  0.9564  -0.7877
H  2.1235  -2.3984  -3.3949
H  -2.2247  -2.5196  -3.5410
H  0.0084  -3.3466  -4.3938
H  -3.3730  -0.6505  -2.4435
H  -2.9964  -1.4127  -0.8555
H  2.1778  1.0183  -1.7104
H  3.1783  -0.7071  -1.9735
H  0.8129  3.1472  -1.3620
O  2.0383  1.9957  -1.7631
H  2.4229  2.3001  -2.5793
H  0.3388  3.4175  0.4144
O  -0.0011  3.4869  -0.9615
H  0.0911  4.4112  -1.0962
C  -3.0097  2.0123  -2.2429
H  -3.9761  1.6874  -2.6779
H  -3.0814  3.0629  -1.9045
H  -2.2097  1.9344  -3.0035
C  -4.2014  0.9074  0.0678
H  -4.2664  1.8054  0.7040
H  -5.0379  0.8945  -0.6508
H  -4.2287  0.0135  0.7117
C  2.1722  -2.5564  0.6243
H  3.0926  -3.1062  0.3548
H  1.9248  -2.6985  1.6850
H  1.3275  -2.9017  0.0047
C  4.2790  -0.6537  0.6020
H  4.4546  -0.4478  1.6656
H  4.7498  -1.6075  0.3222
H  4.6927  0.1690  0.0074
Cl  -1.2528  -1.3615  2.1212
C  -0.8768  0.0800  3.0636
C  -0.4487  1.2137  2.4105
C  -0.0416  2.3447  3.0479
Cl  0.6165  3.6470  1.9977
C  -0.1136  2.4227  4.4544
Cl  0.3773  3.8567  5.2596
C  -0.5977  1.2789  5.1896
Cl  -0.7134  1.3524  6.9110
C  -0.9749  0.0859  4.4892
Cl  -1.5380  -1.3018  5.3533

How positive or negative is each atom? The Löwdin charges in e answer that: Sr 1.1415; P 0.7340; C -0.4590; C -0.3677; N -0.0387; C -0.3307; C -0.0290; C -0.0467; C -0.0325; C -0.3097; P 0.7818; H 0.1166; H 0.1122; H 0.1037; H 0.0997; H 0.0997; H -0.0405; H 0.0639; H 0.0197; O -0.1374; H 0.0743; H 0.0301; O -0.0627; H 0.1078; C -0.2823; H 0.0542; H 0.0408; H 0.0494; C -0.2738; H 0.0467; H 0.0564; H 0.0462; C -0.2622; H 0.0470; H 0.0285; H 0.0405; C -0.2699; H 0.0395; H 0.0476; H 0.0406; Cl 0.6563; C -0.6931; C -0.3784; C -0.6211; Cl 0.8522; C -0.6822; Cl 0.7076; C -0.6613; Cl 0.7015; C -0.6629; Cl 0.7017



3.
# C2H4NPS

The molecule C2H4NPS in a non-equilibrium geometry (ωB97M-V/def2-TZVPD, OMol25).

Values from the calculation:
* HOMO level: -8.9 eV
* strongest force on any atom: 3.71 eV/Å
* relative energy (zero: lowest compared OMol25 entry of this formula, charge and spin): 59.8 kJ/mol
* molar mass: 105.10 g/mol
* SMILES: C1CSP=N1

Atoms and positions in Å:
C  0.1990  0.7275  0.2898
C  0.5305  -0.8282  0.1360
N  -1.2053  0.9777  0.0839
P  -1.9860  0.1729  -0.9517
S  -0.1830  -1.3606  -1.4873
H  0.3601  1.0767  1.3091
H  0.6030  1.5258  -0.3718
H  1.6808  -0.9587  0.0876
H  0.0009  -1.3329  0.9045

How positive or negative is each atom? The Löwdin charges in e answer that: C -0.4067; C -0.5760; N -0.4617; P 0.7381; S 0.3773; H 0.0911; H 0.1139; H 0.0934; H 0.0306



4.
# C3H7N2

The ion C3H7N2 with charge +1 in a non-equilibrium geometry (ωB97M-V/def2-TZVPD, OMol25).

Values from the calculation:
* HOMO level (spin up / spin down): -12.3 / -13.3 eV
* charge: +1
* strongest force on any atom: 2.27 eV/Å
* relative energy (zero: lowest compared OMol25 entry of this formula, charge and spin): 366.2 kJ/mol
* molar mass: 71.10 g/mol

Atoms and positions in Å:
C  -1.5608  -0.0928  0.0122
C  0.7606  -1.1644  -0.0442
C  -0.5163  0.9471  -0.0947
N  -2.7357  -0.2901  0.0602
N  0.8056  0.3325  0.1728
H  1.1655  -1.7440  0.7645
H  1.0138  -1.4679  -1.0407
H  -0.5622  1.3299  -1.1223
H  -0.7170  1.7883  0.5847
H  -3.2667  -1.1461  0.0771
H  1.0811  0.4990  1.1463
H  1.5348  0.7638  -0.4158

How positive or negative is each atom? The Löwdin charges in e answer that: C -0.0622; C 0.0528; C -0.1112; N 0.2532; N -0.0289; H 0.0555; H 0.0546; H 0.1541; H 0.1503; H 0.1241; H 0.1769; H 0.1809



5.
# C4H14IN3

A cluster of 2 separate species, C4H14IN3 in total in a non-equilibrium geometry (ωB97M-V/def2-TZVPD, OMol25).

Values from the calculation:
* HOMO level: -16.9 eV
* charge: +2
* strongest force on any atom: 4.94 eV/Å
* relative energy (zero: lowest compared OMol25 entry of this formula, charge and spin): 229.8 kJ/mol
* molar mass: 231.08 g/mol

Atoms and positions in Å:
C  0.4908  -1.1886  -0.9701
C  0.7868  1.4664  -0.3520
C  -1.9442  -0.1807  1.9141
C  0.5643  -0.0519  0.0302
N  0.7614  -0.4716  1.1992
N  1.3907  -2.2800  -0.7001
N  -0.3279  2.2358  -1.0348
I  -2.7429  -0.0834  -0.1417
H  -0.6232  -1.4154  -1.0156
H  0.6155  -0.7538  -1.9917
H  1.0436  1.9684  0.5974
H  1.7751  1.5308  -0.9521
H  -2.7319  -0.7715  2.5680
H  -1.8641  0.8645  2.3549
H  0.9153  0.3363  1.8090
H  1.0530  -3.0426  -0.0838
H  1.4971  -2.8439  -1.5441
H  -0.8797  -0.5647  2.0951
H  2.2793  -1.8748  -0.3879
H  -0.3904  2.1709  -2.0007
H  -0.3223  3.2052  -0.6419
H  -1.3463  1.7443  -0.7512

How positive or negative is each atom? The Löwdin charges in e answer that: C -0.1881; C -0.0686; C -0.4662; C -0.4249; N 0.1389; N 0.2150; N 0.1465; I 1.0038; H 0.0487; H 0.1535; H 0.1356; H 0.1744; H 0.0678; H 0.0329; H 0.1007; H 0.2044; H 0.1883; H -0.0005; H 0.1889; H 0.1216; H 0.1905; H 0.0366



6.
# C6H13N

The molecule C6H13N (ωB97M-V/def2-TZVPD, OMol25).

Values from the calculation:
* HOMO level: -9.5 eV
* strongest force on any atom: 0.90 eV/Å
* relative energy (zero: lowest compared OMol25 entry of this formula, charge and spin): 81.3 kJ/mol
* molar mass: 99.18 g/mol
* SMILES: C=N[C@H](C)C(C)C

Atoms and positions in Å:
C  -0.7910  -1.4974  1.4286
C  -0.3586  -0.1577  0.8321
N  1.0597  0.0857  1.0303
C  1.4137  1.2889  1.2054
C  -0.4916  -0.0187  -0.7158
C  -0.1795  1.4218  -1.1204
C  0.2919  -1.0872  -1.4989
H  -0.7324  -1.4632  2.5230
H  -1.8281  -1.7315  1.1604
H  -0.1500  -2.3199  1.0970
H  -0.9943  0.6326  1.2808
H  2.4591  1.5709  1.0679
H  0.7360  1.8010  -0.6313
H  0.7242  2.1048  1.4729
H  -1.5446  -0.0791  -1.0055
H  -1.0093  2.0616  -0.7886
H  -0.0639  1.5031  -2.2050
H  0.3027  -2.0563  -0.9873
H  1.3375  -0.8135  -1.6729
H  -0.1816  -1.2459  -2.4727

How positive or negative is each atom? The Löwdin charges in e answer that: C -0.0622; C -0.4061; N 0.0072; C -0.0851; C -0.3813; C -0.0872; C -0.0683; H 0.0754; H 0.0803; H 0.0667; H 0.1356; H 0.0793; H 0.0445; H 0.0873; H 0.1296; H 0.0850; H 0.0827; H 0.0639; H 0.0781; H 0.0745



7.
# C14H38NO4S5Si

A cluster of 5 separate species, C14H38NO4S5Si in total (ωB97M-V/def2-TZVPD, OMol25).

Values from the calculation:
* HOMO level: -11.0 eV
* charge: +1
* strongest force on any atom: 0.80 eV/Å
* molar mass: 472.88 g/mol

Atoms and positions in Å:
C  -0.1946  -0.0638  0.6662
Si  0.5281  -1.7474  0.5531
C  2.1582  -1.8878  1.4477
C  -0.6823  -3.0529  1.0643
N  0.8669  -2.1046  -1.2279
C  0.5186  -1.3767  -2.2289
S  0.8609  -1.9388  -3.7734
C  1.8291  -3.3395  -3.1096
C  1.5260  -3.3654  -1.5930
H  -0.5093  0.0203  1.7066
H  0.4910  0.7484  0.4326
H  -1.0954  0.0645  0.0677
H  2.2449  -1.0461  2.1276
H  2.9993  -1.8721  0.7594
H  2.1986  -2.8083  2.0220
H  -0.7875  -3.0641  2.1443
H  -0.3460  -4.0331  0.7299
H  -1.6535  -2.8689  0.6119
H  0.0082  -0.4345  -2.0942
H  2.8668  -3.0765  -3.2658
H  1.5493  -4.2426  -3.6318
H  0.9049  -4.2131  -1.3237
H  2.4614  -3.4378  -1.0489
C  -2.2629  0.9346  5.6505
S  -1.1434  0.7153  4.2770
O  -1.5623  -0.5274  3.5530
C  0.2857  0.2539  5.2634
H  -3.2374  1.1955  5.2455
H  -2.3316  0.0026  6.2124
H  -1.9053  1.7535  6.2682
H  0.0427  -0.6189  5.8687
H  0.5691  1.0951  5.8949
H  1.1019  0.0180  4.5832
C  0.4165  4.6754  7.0328
S  -1.3776  4.6946  6.9521
O  -1.7577  4.0203  5.6784
C  -1.5400  6.4585  6.6775
H  0.7310  3.6418  7.1615
H  0.8259  5.0778  6.1065
H  0.7458  5.2633  7.8889
H  -0.9932  6.7354  5.7768
H  -1.1567  6.9943  7.5453
H  -2.5982  6.6742  6.5513
C  3.4616  -3.1148  -8.6349
S  2.9451  -3.1755  -6.9200
O  2.9435  -4.5991  -6.4918
C  1.2289  -2.7318  -7.2207
H  4.5072  -3.4113  -8.6724
H  2.8568  -3.8093  -9.2166
H  3.3538  -2.0968  -9.0080
H  0.7732  -3.4328  -7.9191
H  1.1740  -1.7138  -7.6066
H  0.7176  -2.7907  -6.2664
C  -2.2726  3.3140  -2.8117
S  -1.8640  2.1434  -4.1113
O  -2.5735  2.5786  -5.3322
C  -2.8126  0.7722  -3.4256
H  -1.8215  4.2669  -3.0783
H  -3.3550  3.4211  -2.7507
H  -1.8634  2.9668  -1.8623
H  -3.8566  1.0666  -3.3250
H  -2.4048  0.4930  -2.4517
H  -2.7337  -0.0634  -4.1187

How positive or negative is each atom? The Löwdin charges in e answer that: C -0.1532; Si 0.5440; C -0.1363; C -0.1393; N -0.1431; C -0.4137; S 1.0495; C -0.3260; C -0.1795; H -0.0053; H 0.0510; H 0.0375; H 0.0333; H 0.0332; H 0.0443; H 0.0457; H 0.0316; H 0.0477; H 0.0899; H 0.0877; H 0.0905; H 0.1255; H 0.1221; C -0.2612; S 0.8182; O -0.5750; C -0.2510; H 0.0623; H 0.0652; H 0.0216; H 0.0635; H 0.0466; H 0.0387; C -0.2654; S 0.8119; O -0.5663; C -0.2642; H 0.0389; H 0.0610; H 0.0575; H 0.0609; H 0.0577; H 0.0536; C -0.2604; S 0.7762; O -0.5508; C -0.2763; H 0.0549; H 0.0638; H 0.0593; H 0.0670; H 0.0635; H -0.0213; C -0.2648; S 0.7759; O -0.5303; C -0.2731; H 0.0537; H 0.0627; H 0.0482; H 0.0633; H 0.0289; H 0.0483



8.
# C5H7Br

A structure of composition C5H7Br in a non-equilibrium geometry (ωB97M-V/def2-TZVPD, OMol25).

Values from the calculation:
* HOMO level (spin up / spin down): -7.6 / -8.5 eV
* strongest force on any atom: 4.26 eV/Å
* relative energy (zero: lowest compared OMol25 entry of this formula, charge and spin): 458.5 kJ/mol
* molar mass: 147.02 g/mol

Atoms and positions in Å:
C  0.7197  1.5628  -0.4261
C  -0.2229  0.8795  -1.2014
C  0.1141  1.0993  0.9008
C  -0.8666  0.3453  -0.0429
C  0.3292  -2.1609  0.0608
Br  -2.6539  -0.1993  0.1145
H  1.6319  1.9847  -0.4558
H  -0.3573  0.8967  -2.2134
H  0.5680  0.4838  1.6580
H  -0.4362  1.8996  1.3311
H  0.3880  -2.5452  -0.8839
H  -0.4639  -2.0798  0.6999
H  1.2500  -2.1665  0.4584

How positive or negative is each atom? The Löwdin charges in e answer that: C -0.0325; C -0.1006; C -0.1594; C -0.7372; C 0.1191; Br 0.7113; H 0.0534; H 0.0701; H 0.0974; H 0.0881; H -0.0195; H -0.0511; H -0.0391



9.
# C4H8N2

The molecule C4H8N2 in a non-equilibrium geometry (ωB97M-V/def2-TZVPD, OMol25).

Values from the calculation:
* HOMO level: -9.3 eV
* strongest force on any atom: 4.42 eV/Å
* relative energy (zero: lowest compared OMol25 entry of this formula, charge and spin): 443.7 kJ/mol
* molar mass: 84.12 g/mol
* SMILES: C=NN1C[C@@H]1C

Atoms and positions in Å:
C  2.0076  -0.6572  -0.1907
C  0.8439  -0.0338  0.4546
C  0.0498  1.1603  0.0215
C  -2.6141  -0.2713  -0.1008
H  2.4169  0.1009  -1.0519
H  2.9505  -0.6558  0.7161
H  1.6934  -1.8430  -0.6748
H  0.6271  -0.2626  1.5142
H  0.5655  1.8767  -0.7313
H  -0.6922  1.6574  0.6663
H  -3.5217  -0.8001  0.3373
H  -2.6195  0.7407  -0.6541
N  -0.2619  -0.1927  -0.4281
N  -1.4453  -0.8195  0.1216

How positive or negative is each atom? The Löwdin charges in e answer that: C -0.1231; C -0.4602; C -0.1134; C -0.0569; H 0.1013; H 0.1308; H 0.1590; H 0.1346; H 0.1248; H 0.1000; H 0.0778; H 0.0887; N -0.1339; N -0.0297



10.
# C4H6OPm

A structure of composition C4H6OPm in a non-equilibrium geometry (ωB97M-V/def2-TZVPD, OMol25).

Values from the calculation:
* multiplicity: 5
* HOMO level (spin up / spin down): -22.6 / -22.7 eV
* charge: +3
* strongest force on any atom: 6.11 eV/Å
* molar mass: 215.09 g/mol

Atoms and positions in Å:
O  -1.2274  1.6712  -0.1698
Pm  0.9427  2.6259  -0.2496
C  -1.9017  0.6305  -0.0644
C  -1.3313  -0.7680  0.0350
H  -2.9148  0.7192  0.3641
H  -0.9121  -0.5235  -1.0617
H  -2.0622  -1.4646  -0.4085
H  -1.4712  -1.1080  1.0740
C  1.6033  -0.0128  0.4248
C  2.7464  -0.5496  0.2292
H  3.6485  0.0551  0.4131
H  2.8797  -1.2754  -0.5862

How positive or negative is each atom? The Löwdin charges in e answer that: O -0.1942; Pm 2.3763; C -0.1567; C -0.0105; H 0.1833; H 0.1748; H 0.1257; H 0.1671; C 0.0343; C 0.0184; H 0.1347; H 0.1468



11.
# C2H8N2O

A cluster of 2 separate species, C2H8N2O in total in a non-equilibrium geometry (ωB97M-V/def2-TZVPD, OMol25).

Values from the calculation:
* HOMO level: -10.0 eV
* strongest force on any atom: 1.49 eV/Å
* relative energy (zero: lowest compared OMol25 entry of this formula, charge and spin): 120.2 kJ/mol
* molar mass: 76.10 g/mol
* SMILES: NC=O.CN

Atoms and positions in Å:
C  -0.7742  2.8234  0.8819
N  -0.1465  2.2608  2.1031
H  -0.0961  3.4860  0.3427
H  -1.2319  2.0783  0.2282
H  -1.5458  3.4804  1.2849
H  -0.6889  1.4612  2.4263
H  0.6875  1.7424  1.8204
C  0.0055  -2.0120  -0.8758
N  0.7227  -0.8628  -0.7786
O  0.2905  -2.9333  -1.5931
H  -0.9904  -2.0350  -0.3870
H  0.2383  -0.1366  -0.2958
H  1.4297  -0.7542  -1.4871

How positive or negative is each atom? The Löwdin charges in e answer that: C -0.1951; N -0.0800; H 0.0683; H 0.0531; H 0.0630; H 0.0506; H 0.0424; C -0.4400; N 0.1203; O 0.0150; H 0.1278; H 0.0657; H 0.1090



12.
# C5H13N3O

A cluster of 2 separate species, C5H13N3O in total in a non-equilibrium geometry (ωB97M-V/def2-TZVPD, OMol25).

Values from the calculation:
* HOMO level: -8.6 eV
* strongest force on any atom: 2.70 eV/Å
* relative energy (zero: lowest compared OMol25 entry of this formula, charge and spin): 473.6 kJ/mol
* molar mass: 131.18 g/mol
* SMILES: C/C=N\[C@H](N)ON.C=C

Atoms and positions in Å:
C  1.7794  0.3498  -0.2151
C  0.8230  -0.3684  2.2733
C  1.9729  -1.0641  -0.6930
C  -0.4408  -0.7545  1.9859
C  -0.4839  0.6586  -0.7106
N  -2.7179  1.3411  -0.8066
N  -0.6122  -0.0871  -1.9260
O  -1.3584  1.7769  -0.6436
N  0.7894  1.1320  -0.4275
H  2.6762  0.8513  0.1409
H  -3.1642  1.5121  0.0930
H  -3.1179  1.9995  -1.4694
H  -1.1634  0.4000  -2.6272
H  -1.0713  -0.9745  -1.7837
H  1.0198  0.5889  2.7354
H  1.6622  -1.0297  2.1388
H  2.8863  -1.4854  -0.2792
H  1.1378  -1.6969  -0.4081
H  2.0403  -1.0842  -1.7809
H  -1.2798  -0.2491  2.4485
H  -0.7212  -0.0370  0.2426
H  -0.6565  -1.7792  1.7125

How positive or negative is each atom? The Löwdin charges in e answer that: C -0.2312; C -0.0701; C -0.0858; C -0.1075; C -0.5358; N 0.0293; N 0.0903; O -0.1589; N 0.0886; H 0.1041; H 0.0794; H 0.0789; H 0.0782; H 0.0739; H 0.0652; H 0.0531; H 0.0679; H 0.0619; H 0.0782; H 0.0625; H 0.1178; H 0.0599



> Which of these has the highest strongest force on any atom?

C4H6OPm



> Look up the molar mass of the second one.

600.21 g/mol